47
Properties=species:S:1:pos:R:3:nbo_charge:R:1 method="wB97M-V/def2-TZVPD" orbital_gap_ev=9.5
C 3.249 0.260 1.880 -0.65
C 3.264 -0.638 0.706 -0.02
Cl 1.831 -1.558 0.588 0.02
C 4.225 -0.759 -0.190 -0.37
P 5.727 0.227 -0.097 0.31
Cl 4.059 -1.888 -1.494 0.01
H 4.236 0.651 2.076 0.24
H 2.911 -0.286 2.752 0.23
H 2.569 1.090 1.716 0.23
H 6.670 -0.734 -0.482 -0.02
H 5.585 0.970 -1.274 0.03
C 0.114 3.389 -2.890 -0.42
N 1.495 3.387 -2.446 -0.62
C 2.249 2.323 -2.063 0.68
C 1.606 0.964 -2.106 -0.74
O 3.415 2.481 -1.720 -0.66
H 0.037 3.773 -3.910 0.19
H -0.502 4.018 -2.244 0.19
H -0.292 2.383 -2.859 0.24
H 1.992 4.264 -2.416 0.40
H 2.324 0.222 -1.775 0.24
H 0.736 0.918 -1.451 0.26
H 1.288 0.724 -3.121 0.23
C -2.612 3.114 1.451 -0.41
N -1.904 2.467 0.364 -0.61
C -2.322 1.429 -0.404 0.69
C -3.690 0.865 -0.128 -0.73
O -1.599 0.989 -1.291 -0.66
H -2.766 4.174 1.238 0.20
H -2.052 3.028 2.383 0.20
H -3.581 2.649 1.592 0.21
H -0.982 2.802 0.132 0.40
H -3.870 0.056 -0.828 0.24
H -3.754 0.466 0.881 0.25
H -4.457 1.630 -0.264 0.22
C -1.379 -4.669 0.211 -0.41
N -1.854 -3.427 0.787 -0.61
C -2.488 -3.244 1.973 0.68
C -2.753 -4.474 2.811 -0.72
O -2.824 -2.132 2.346 -0.64
H -0.299 -4.635 0.057 0.20
H -1.855 -4.855 -0.752 0.20
H -1.605 -5.500 0.871 0.21
H -1.699 -2.575 0.267 0.41
H -3.258 -4.160 3.718 0.24
H -3.386 -5.183 2.277 0.22
H -1.820 -4.973 3.077 0.23

---

44
Properties=species:S:1:pos:R:3:nbo_charge:R:1 method="wB97M-V/def2-TZVPD" s_squared=12.07 relative_energy_kcal_mol=0.0 multiplicity=7 orbital_gap_ev="7.2 / 4.5" charge=+2
C -1.937 0.043 -1.527 -0.58
I 3.160 -0.035 0.803 0.31
H -1.691 0.122 -2.601 0.26
H -2.436 0.938 -1.121 0.23
H -2.408 -0.916 -1.254 0.23
Eu 0.256 -0.008 -0.280 1.40
P 0.503 2.796 -1.188 0.81
C 0.207 3.858 0.275 -0.95
C 2.204 3.306 -1.669 -0.92
H 2.240 4.356 -1.980 0.26
H -0.372 4.655 -2.576 0.26
H 2.545 2.658 -2.487 0.27
H -0.401 3.070 -3.416 0.27
H 0.870 3.559 1.099 0.24
H 2.863 3.142 -0.809 0.24
C -0.566 3.582 -2.459 -0.92
H 0.403 4.887 -0.019 0.26
H -1.612 3.431 -2.159 0.24
H -0.829 3.752 0.629 0.24
P 0.425 -2.825 -1.166 0.80
C 0.100 -3.862 0.309 -0.95
C -0.661 -3.595 -2.433 -0.92
H 2.475 -2.745 -2.457 0.27
H 2.119 -4.434 -1.955 0.26
H 2.773 -3.242 -0.778 0.24
C 2.113 -3.383 -1.642 -0.92
H -0.508 -3.070 -3.386 0.27
H -0.468 -4.667 -2.568 0.26
H 0.269 -4.899 0.027 0.26
H -0.932 -3.724 0.662 0.24
H -1.705 -3.451 -2.118 0.24
H 0.772 -3.571 1.129 0.23
Cl 1.212 -0.042 -2.782 -0.55
C -1.322 0.038 4.981 -0.11
C -1.114 1.232 4.279 -0.21
C -0.737 1.176 2.929 0.03
N -0.565 0.017 2.261 -0.58
C -0.770 -1.137 2.937 0.04
C -1.149 -1.167 4.292 -0.22
H -1.611 0.047 6.035 0.26
H -1.228 2.211 4.735 0.26
H -0.567 2.085 2.337 0.20
H -0.627 -2.051 2.357 0.20
H -1.290 -2.139 4.754 0.26

---

44
Properties=species:S:1:pos:R:3:mulliken_charge:R:1 method="wB97M-V/def2-TZVPD" relative_energy_kcal_mol=0.0 orbital_gap_ev="5.2 / 4.2" charge=+2
In -0.255 0.383 1.579 0.79
P 2.141 -0.425 1.068 0.62
C 2.200 -0.516 -0.708 -1.31
C 1.040 -1.114 -1.335 0.70
N -0.184 -0.763 -0.830 0.20
C -1.313 -1.241 -1.359 0.46
C -1.279 -2.174 -2.404 -0.89
C -0.044 -2.540 -2.947 -0.49
C 1.119 -1.980 -2.447 -1.08
C -2.624 -0.721 -0.792 -1.11
P -2.353 0.840 0.140 0.68
H 2.114 -2.212 -2.821 0.49
H -2.220 -2.570 -2.775 0.51
H 0.017 -3.263 -3.758 0.45
H -3.352 -0.531 -1.596 0.62
H -3.069 -1.448 -0.093 0.47
H 2.008 1.157 -1.341 0.21
H 3.169 -0.688 -1.187 0.70
H 1.144 2.751 -0.586 0.52
O 1.835 2.087 -1.653 -0.71
H 2.723 2.435 -1.833 0.34
H 0.202 2.340 0.758 0.11
O 0.473 3.158 0.145 -0.38
H 0.896 3.854 0.688 0.46
C -2.170 2.028 -1.226 -1.28
H -3.081 2.000 -1.844 0.46
H -2.049 3.044 -0.823 0.42
H -1.310 1.780 -1.867 0.35
C -3.940 1.224 0.913 -1.19
H -3.837 2.169 1.461 0.39
H -4.740 1.321 0.167 0.42
H -4.197 0.432 1.627 0.40
C 2.276 -2.180 1.548 -1.20
H 3.288 -2.532 1.301 0.43
H 2.094 -2.271 2.625 0.42
H 1.540 -2.780 0.998 0.35
C 3.703 0.330 1.607 -1.21
H 3.641 0.519 2.687 0.41
H 4.540 -0.355 1.411 0.42
H 3.873 1.282 1.085 0.35
C -0.925 -0.604 3.383 -1.45
H -1.671 0.070 3.825 0.39
H -0.057 -0.709 4.046 0.37
H -1.366 -1.586 3.161 0.39

---

47
Properties=species:S:1:pos:R:3:nbo_charge:R:1 method="wB97M-V/def2-TZVPD" s_squared=3.76 multiplicity=4 orbital_gap_ev="9.3 / 10.3" charge=+2
V -0.242 -0.736 -0.170 1.08
C -1.599 0.890 -2.281 -0.09
C -1.910 1.659 -0.972 -0.09
O -1.622 0.801 0.153 -0.59
C -1.243 1.437 1.395 -0.08
C -1.053 0.342 2.424 -0.08
O -0.189 -0.713 1.921 -0.60
C 1.179 -0.844 2.354 -0.07
C 1.700 -2.124 1.696 -0.09
O 1.168 -2.294 0.351 -0.57
C 0.572 -3.586 0.080 -0.09
C -0.880 -3.576 0.488 -0.10
O -1.546 -2.430 -0.103 -0.59
C -2.087 -2.665 -1.429 -0.09
C -2.505 -1.329 -1.970 -0.09
O -1.315 -0.505 -2.055 -0.56
H -0.701 1.285 -2.746 0.23
H -2.428 0.963 -2.983 0.22
H -2.952 1.966 -0.897 0.22
H -1.268 2.540 -0.907 0.21
H -2.038 2.108 1.729 0.23
H -0.335 2.017 1.211 0.19
H -2.001 -0.150 2.631 0.23
H -0.655 0.742 3.357 0.23
H 1.206 -0.965 3.438 0.23
H 1.747 0.038 2.058 0.19
H 1.416 -2.995 2.285 0.21
H 2.786 -2.085 1.619 0.23
H 1.123 -4.369 0.602 0.23
H 0.710 -3.740 -0.990 0.22
H -1.006 -3.452 1.562 0.22
H -1.391 -4.489 0.180 0.23
H -2.946 -3.333 -1.353 0.23
H -1.323 -3.125 -2.059 0.21
H -3.223 -0.849 -1.301 0.20
H -2.946 -1.439 -2.962 0.23
C 2.695 4.299 0.298 -0.44
N 2.196 2.930 0.184 -0.56
C 2.222 2.204 -0.929 0.38
N 2.706 2.759 -2.035 -0.75
S 1.707 0.563 -1.015 -0.28
H 2.524 4.636 1.316 0.25
H 2.152 4.961 -0.376 0.22
H 3.765 4.346 0.094 0.22
H 1.942 2.433 1.019 0.41
H 3.135 3.670 -2.038 0.42
H 2.755 2.205 -2.875 0.44

---

68
Properties=species:S:1:pos:R:3:nbo_charge:R:1 method="wB97M-V/def2-TZVPD" relative_energy_kcal_mol=0.0 orbital_gap_ev=6.6 charge=-1
C -1.833 -0.877 3.383 -0.42
N -0.708 -0.446 2.546 -0.53
C -0.939 -0.828 1.152 -0.41
C -0.525 0.971 2.656 0.76
O -1.390 1.741 2.332 -0.58
C 0.811 1.444 3.145 -0.80
S 1.029 1.531 4.950 2.33
O 0.433 0.337 5.498 -0.97
O 2.472 1.570 5.078 -0.99
N 0.466 2.906 5.488 -1.24
S -1.123 3.179 5.450 2.42
N -1.396 4.197 4.157 -1.08
O -1.946 2.022 5.262 -0.97
O -1.438 3.966 6.619 -0.99
H -1.746 -1.945 3.598 0.19
H -2.805 -0.653 2.920 0.17
H -1.795 -0.356 4.342 0.26
H -1.342 -1.842 1.127 0.20
H -0.021 -0.815 0.561 0.20
H -1.680 -0.175 0.667 0.17
H 1.049 2.411 2.702 0.24
H 1.569 0.722 2.836 0.26
H -0.621 4.849 4.089 0.37
H -1.414 3.615 3.317 0.40
C 2.369 -0.740 -3.476 -0.10
C 2.230 0.502 -2.626 -0.10
O 1.739 0.016 -1.368 -0.69
S 2.334 -1.439 -1.084 2.55
O 3.466 -1.326 -0.237 -0.90
O 1.263 -2.317 -0.778 -0.90
O 2.847 -1.748 -2.568 -0.69
H 1.404 -1.058 -3.866 0.19
H 3.069 -0.611 -4.298 0.21
H 1.534 1.223 -3.045 0.22
H 3.196 0.982 -2.453 0.19
C -5.488 0.994 9.482 -0.09
C -5.447 -0.270 8.649 -0.10
O -5.302 0.192 7.311 -0.69
S -4.407 1.547 7.292 2.54
O -3.072 1.225 7.000 -0.83
O -5.143 2.526 6.577 -0.90
O -4.538 1.860 8.876 -0.69
H -6.474 1.466 9.435 0.18
H -5.218 0.820 10.522 0.20
H -6.356 -0.861 8.741 0.20
H -4.581 -0.888 8.901 0.19
C 5.746 -0.718 -8.551 -0.10
C 6.489 0.114 -7.527 -0.10
O 5.528 0.323 -6.484 -0.69
S 4.570 -0.952 -6.365 2.54
O 5.035 -1.794 -5.325 -0.88
O 3.228 -0.500 -6.435 -0.89
O 4.952 -1.619 -7.770 -0.69
H 5.077 -0.104 -9.157 0.19
H 6.413 -1.279 -9.200 0.21
H 6.824 1.069 -7.920 0.21
H 7.340 -0.428 -7.109 0.20
C -1.313 -3.293 -6.240 -0.10
C -2.282 -2.397 -6.983 -0.10
O -2.245 -1.162 -6.258 -0.68
S -0.776 -0.928 -5.666 2.54
O -0.053 -0.074 -6.537 -0.89
O -0.895 -0.658 -4.280 -0.89
O -0.239 -2.421 -5.866 -0.69
H -1.759 -3.700 -5.330 0.20
H -0.933 -4.105 -6.854 0.21
H -3.295 -2.789 -6.996 0.21
H -1.950 -2.207 -8.006 0.19